--- A ---
23
Properties=species:S:1:pos:R:3 method="wB97M-V/def2-TZVPD" e_lumo_ev="-0.13 / -0.09" homo_lumo_gap_ha="0.2502 / 0.2417" homo_ha="-0.255 / -0.245"
C 3.30997 0.66429 1.24144
C 2.83492 1.56583 0.24801
C 2.19432 0.23330 1.97159
C 1.46189 1.70143 0.45538
C 0.50529 2.35154 -0.30219
C -0.17061 -0.77088 -1.85393
C -3.21031 -1.20443 -1.19701
C -1.49221 -0.91118 1.27303
O 0.01756 3.37113 -0.60331
O 1.05603 0.85206 1.42471
Si -1.51512 -0.42465 -0.54338
H 4.31217 0.33875 1.49248
H 3.37823 2.02376 -0.59834
H 1.94873 -0.64906 2.56055
H 0.93550 -0.47878 -1.56440
H 0.02964 -1.74674 -2.20074
H -0.45790 -0.12715 -2.71395
H -2.90529 -2.21619 -1.29968
H -4.02915 -0.92697 -0.54894
H -3.65377 -0.72367 -2.10166
H -2.41607 -0.46199 1.75118
H -1.48154 -1.96462 1.36993
H -0.65228 -0.49580 1.73923

--- B ---
23
Properties=species:S:1:pos:R:3 method="wB97M-V/def2-TZVPD" e_lumo_ev="-0.48 / -0.48" homo_lumo_gap_ha="0.2686 / 0.2686" smiles="C=C=[Si](C=C)C=C.C=COO" homo_ha="-0.286 / -0.286"
C -0.99424 -1.12036 -2.71281
C -0.68059 -0.22684 -1.79908
Si -1.55335 0.59298 -0.48340
C -1.59212 -0.20750 1.22153
C -1.29001 -1.51524 1.23006
C -1.48290 2.51792 -0.22784
C -1.25331 3.30263 -1.28642
H -0.17480 -1.54587 -3.31365
H -1.99383 -1.41339 -3.14907
H -1.85539 0.29550 2.16714
H -0.81991 -1.91324 2.12420
H -1.37197 -2.01730 0.30084
H -1.37105 2.85828 0.85462
H -0.86135 4.31046 -1.16880
H -1.34271 2.98189 -2.35388
C 2.54536 -1.90486 2.06861
C 2.53380 -0.75947 1.39505
O 1.84208 -0.67993 0.23739
O 2.13742 0.52927 -0.43192
H 3.04540 -1.91852 2.99374
H 1.93996 -2.68001 1.88964
H 2.87598 0.19373 1.70661
H 1.71754 0.31990 -1.26254

Name the least stable of them. B.

--- A ---
51
Properties=species:S:1:pos:R:3 method="wB97M-V/def2-TZVPD" s_squared=0.7555 e_lumo_ev="3.67 / 3.67" charge=-2 homo_lumo_gap_ha="0.2692 / 0.2664" spin_multiplicity=2 homo_ha="-0.134 / -0.131"
Ru -0.30662 -0.94790 -0.96521
O -4.00314 -2.62877 0.55900
P -3.16388 -2.48344 -0.83004
O -3.59875 -3.52497 -1.77403
O -1.71795 -2.38373 -0.37503
O -3.63326 -0.99560 -1.25062
P -3.06559 -0.00719 -2.42640
O -3.20610 1.40343 -1.65927
O -3.91237 -0.00408 -3.62147
O -1.57810 -0.32520 -2.53729
H -4.76494 -3.18378 0.36258
H -2.59640 1.41381 -0.90362
O 5.45192 2.10612 -3.33186
C 4.44211 2.75095 -2.99940
O 4.30005 3.97142 -2.78353
C 3.22408 1.88232 -2.58349
C 2.04205 2.48278 -2.16627
C 0.98085 1.70147 -1.75199
N 1.06217 0.37072 -1.71729
C 2.16441 -0.22711 -2.19315
C 3.26164 0.49321 -2.62528
C 2.07353 -1.73273 -2.24595
O 2.98241 -2.40886 -2.67851
O 0.92872 -2.21649 -1.83055
H 1.98487 3.56269 -2.17041
H 0.03338 2.12502 -1.44687
H 4.14091 -0.01810 -2.99013
Br 2.86861 -1.47033 4.98767
C 2.02435 -1.33039 3.27846
C 0.92729 -2.12416 2.99612
C 0.30989 -2.00029 1.75694
C 0.75494 -1.09480 0.78230
C 1.88897 -0.34095 1.10965
C 2.52258 -0.44195 2.34476
H 0.55899 -2.82948 3.73024
H -0.54418 -2.62825 1.53385
H 2.30710 0.36517 0.40124
H 3.39154 0.16272 2.56953
C -2.24335 0.72389 2.75466
C -0.83590 1.31219 2.66800
C -0.77058 1.74750 1.21845
O -1.49441 0.74412 0.48284
C -2.43832 0.08505 1.38303
H -2.98139 1.51057 2.92790
H -2.33876 -0.01613 3.54854
H -0.08596 0.54439 2.85976
H -0.67110 2.14487 3.35229
H 0.23811 1.80400 0.81847
H -1.27206 2.71191 1.07234
H -2.20317 -0.97519 1.38282
H -3.43917 0.21956 0.97620

--- B ---
51
Properties=species:S:1:pos:R:3 method="wB97M-V/def2-TZVPD" s_squared=0.7576 e_lumo_ev="3.78 / 3.78" charge=-2 homo_lumo_gap_ha="0.2713 / 0.2691" spin_multiplicity=2 homo_ha="-0.132 / -0.130"
Ru 1.36847 -0.89533 -0.81213
O 3.43126 -0.39573 -2.11395
P 4.17443 -1.48988 -1.15074
O 5.62033 -1.26812 -1.06435
O 3.26475 -1.36326 0.08253
O 3.83942 -2.88084 -1.87149
P 2.47459 -3.76948 -1.60053
O 2.64838 -4.14714 -0.04760
O 2.50075 -4.98117 -2.42539
O 1.30724 -2.79177 -1.72504
H 3.78558 -0.33756 -3.00736
H 2.78008 -3.32814 0.46256
O 1.81279 5.81613 1.24032
C 0.95508 5.34536 0.46559
O 0.01872 5.90251 -0.13729
C 1.10984 3.82921 0.17294
C 2.02562 3.06035 0.88266
C 2.12326 1.70318 0.63645
N 1.36925 1.10417 -0.28798
C 0.50296 1.83326 -1.00037
C 0.33870 3.19083 -0.79311
C -0.27131 1.06212 -2.03169
O -1.14991 1.59449 -2.68570
O 0.10790 -0.17889 -2.16345
H 2.64574 3.54318 1.62485
H 2.81321 1.05705 1.16596
H -0.38780 3.74671 -1.36707
Br -2.44787 -2.78472 4.33459
C -1.30102 -2.23302 2.91053
C -1.16577 -3.04138 1.79672
C -0.33438 -2.62075 0.76270
C 0.35235 -1.40399 0.82739
C 0.18737 -0.62208 1.96590
C -0.62791 -1.02850 3.01489
H -1.69615 -3.98194 1.72815
H -0.23141 -3.24472 -0.11370
H 0.67896 0.33745 2.05940
H -0.74770 -0.40466 3.89092
C -4.03515 0.89986 0.49011
C -4.23202 0.12177 -0.81560
C -2.83910 -0.47317 -1.08575
O -1.93806 0.18553 -0.20015
C -2.57716 1.31461 0.36580
H -4.16079 0.24465 1.35515
H -4.71347 1.74823 0.58994
H -4.51178 0.80660 -1.61814
H -5.00326 -0.64580 -0.74291
H -2.51760 -0.31121 -2.11707
H -2.78850 -1.54185 -0.86669
H -2.47186 2.18478 -0.29560
H -2.08703 1.53310 1.31484

Name the least stable of them. A.

--- A ---
106
Properties=species:S:1:pos:R:3 method="wB97M-V/def2-TZVPD" s_squared=6.0678 e_lumo_ev="4.17 / 2.97" charge=-2 homo_lumo_gap_ha="0.2145 / 0.1987" spin_multiplicity=5 homo_ha="-0.061 / -0.090"
Pt 0.47815 -0.44392 0.13186
C 3.97407 0.47380 0.92752
C 3.16662 0.78994 2.17785
C 3.95277 1.83010 2.99324
P 1.32907 1.18523 1.74369
C 0.82371 1.54013 3.51705
C -0.65580 1.79646 3.78727
C 1.26339 0.34433 4.39950
C 1.77268 2.62495 0.70827
C 2.08325 3.86395 1.22099
C 2.47446 4.92996 0.41153
C 2.77997 6.26887 1.01598
C 2.53975 4.73987 -0.97659
C 2.19618 3.54242 -1.53817
C 1.79573 2.44002 -0.72235
N 1.40993 1.27457 -1.24833
C 1.43161 1.12405 -2.67290
C 2.62022 0.87840 -3.36556
C 3.94856 0.76824 -2.67133
C 2.57607 0.70578 -4.74818
C 1.38943 0.75513 -5.45855
C 1.35391 0.51875 -6.94878
C 0.22112 0.99028 -4.74288
C 0.21426 1.17385 -3.36487
C -1.07688 1.45226 -2.65093
H 4.91433 -0.02535 1.18652
H 4.21735 1.38858 0.37393
H 3.42569 -0.19659 0.26793
H 3.10901 -0.13512 2.74340
H 4.12443 2.73959 2.41163
H 4.94010 1.42312 3.24646
H 3.47179 2.11956 3.93046
H 1.37797 2.43524 3.80624
H -1.26446 0.97026 3.42846
H -1.00879 2.71424 3.32920
H -0.79252 1.87650 4.87284
H 1.09324 -0.61208 3.89726
H 0.66649 0.34396 5.31552
H 2.31113 0.37177 4.68839
H 1.97179 4.03437 2.28546
H 3.06687 6.16864 2.06347
H 1.89928 6.91870 0.97541
H 3.58982 6.76902 0.47968
H 2.82368 5.56963 -1.61644
H 2.17704 3.42628 -2.61366
H 3.83125 0.44168 -1.64797
H 4.47396 1.72976 -2.66023
H 4.57744 0.03774 -3.18099
H 3.50717 0.49627 -5.27054
H 2.34729 0.62665 -7.38880
H 0.68249 1.22230 -7.44485
H 0.99794 -0.48937 -7.17813
H -0.73050 1.02992 -5.26888
H -1.92422 1.30016 -3.32099
H -1.10651 2.46627 -2.24671
H -1.18458 0.80310 -1.78400
S 4.58136 -3.10858 -0.56426
As 2.45875 -3.16475 -0.25735
S 1.77721 -2.35986 1.61569
S 1.33727 -2.01126 -1.70135
S 2.37111 -5.27831 -0.47256
C -0.50452 -5.03179 1.54438
Si -1.56653 -4.29256 0.21164
C -3.21893 -5.16492 0.43815
C -1.03735 -4.74017 -1.51305
As -1.65046 -1.90867 0.39294
Si -3.21152 -1.37933 -1.31572
C -2.29586 -1.61011 -2.92609
C -3.87138 0.33201 -1.02862
C -4.74756 -2.45309 -1.47829
Si -2.85427 -1.61128 2.40081
C -3.55326 0.09646 2.52613
C -1.66845 -2.03299 3.77206
C -4.31566 -2.76941 2.65910
H -0.13038 -6.00631 1.20806
H -1.10748 -5.17587 2.44748
H 0.36032 -4.40778 1.78321
H -3.04054 -6.21999 0.18059
H -4.00636 -4.78774 -0.21236
H -3.57873 -5.12651 1.46645
H -0.55177 -5.72297 -1.50358
H -0.32671 -4.02358 -1.93251
H -1.92233 -4.78667 -2.15643
H -1.22713 -1.39945 -2.82653
H -2.70380 -0.95717 -3.70692
H -2.39916 -2.65056 -3.25257
H -3.20613 1.00239 -0.47615
H -4.79846 0.25538 -0.45001
H -4.10621 0.81025 -1.98802
H -4.53195 -3.43420 -1.90915
H -5.43049 -1.92713 -2.15985
H -5.27013 -2.59423 -0.52793
H -2.97936 0.86766 2.00481
H -3.62307 0.38284 3.58344
H -4.56498 0.10138 2.10309
H -0.78637 -1.39028 3.76556
H -1.32080 -3.06490 3.65691
H -2.16796 -1.93214 4.74366
H -4.90385 -2.93811 1.75305
H -4.96869 -2.30005 3.40603
H -3.99885 -3.74246 3.04570
O -0.81093 4.19072 2.06729
Se -1.31679 3.29849 0.78799
O -2.92990 3.04853 0.74339
O -0.63537 1.71466 1.05761
O -0.69380 3.87218 -0.61136

--- B ---
106
Properties=species:S:1:pos:R:3 method="wB97M-V/def2-TZVPD" s_squared=6.0195 e_lumo_ev="4.11 / 3.52" charge=-2 homo_lumo_gap_ha="0.1920 / 0.2067" spin_multiplicity=5 homo_ha="-0.041 / -0.077"
Pt -0.54689 0.59198 -0.01049
C 1.33449 0.44569 3.26025
C 0.03796 -0.35373 3.26506
C -0.39568 -0.63938 4.70112
P -1.22412 0.48628 2.17655
C -2.81147 -0.20955 2.81248
C -4.08224 0.49563 2.34694
C -2.85571 -1.70193 2.46866
C -1.19832 2.23962 2.58723
C -1.80642 2.76249 3.72647
C -1.77327 4.10937 4.04679
C -2.44703 4.65568 5.27658
C -1.09052 4.94260 3.15318
C -0.47444 4.46896 2.01831
C -0.49293 3.08753 1.67722
N 0.09456 2.58423 0.56575
C 0.99572 3.39886 -0.16434
C 2.19044 3.86128 0.41126
C 2.58252 3.51590 1.81764
C 3.05829 4.65617 -0.33343
C 2.80035 5.00278 -1.64709
C 3.77265 5.82381 -2.45114
C 1.62393 4.52711 -2.21153
C 0.72770 3.73831 -1.50490
C -0.50913 3.25527 -2.19381
H 2.08529 -0.07106 3.86391
H 1.17842 1.44076 3.68334
H 1.72942 0.53791 2.24948
H 0.24308 -1.30003 2.74923
H -0.65286 0.28691 5.22455
H 0.43673 -1.09887 5.24347
H -1.24652 -1.31814 4.77076
H -2.75657 -0.10475 3.90080
H -4.27917 0.30127 1.29553
H -4.02258 1.57699 2.47859
H -4.92888 0.12203 2.93281
H -3.10963 -1.84398 1.41670
H -3.60727 -2.21490 3.07658
H -1.89396 -2.19448 2.63248
H -2.33790 2.08347 4.38971
H -2.92378 3.85332 5.84365
H -3.22436 5.38602 5.03078
H -1.73956 5.15308 5.94751
H -1.05085 6.01089 3.35370
H 0.03144 5.16011 1.35579
H 2.18006 2.55140 2.10355
H 2.20358 4.25187 2.53471
H 3.66890 3.47182 1.90380
H 3.98445 4.98279 0.13250
H 4.55828 6.23458 -1.81437
H 3.27577 6.65850 -2.95286
H 4.25754 5.22310 -3.22538
H 1.39264 4.76695 -3.24601
H -0.60408 3.72331 -3.17542
H -1.40785 3.46556 -1.61384
H -0.48693 2.17217 -2.33472
S -4.73854 -2.03944 -1.13198
As -3.00620 -0.87596 -1.60013
S -2.87254 1.14286 -0.88183
S -1.08180 -1.61578 -0.98739
S -3.58805 -1.18716 -3.64993
C -1.23426 -4.93435 1.09025
Si 0.60426 -4.97236 1.47364
C 0.76647 -4.68199 3.33621
C 1.25920 -6.71052 1.10709
As 1.72619 -3.06714 0.43721
Si 1.86647 -3.51838 -1.94146
C 1.39770 -2.37262 -3.33923
C 0.59374 -4.91498 -2.11067
C 3.52286 -4.36533 -2.22375
Si 3.85499 -3.18822 1.48654
C 3.66241 -2.17445 3.05671
C 4.32266 -4.95485 1.97018
C 5.33015 -2.48439 0.58703
H -1.63773 -5.95149 1.05358
H -1.47775 -4.43512 0.15337
H -1.75925 -4.39066 1.87804
H 0.42152 -5.55571 3.89817
H 0.13639 -3.83278 3.61649
H 1.78329 -4.45679 3.66347
H 0.80391 -7.37633 1.84938
H 2.34313 -6.80230 1.18061
H 0.95421 -7.05066 0.11775
H 0.48075 -1.82753 -3.11296
H 1.20912 -3.03008 -4.19574
H 2.18281 -1.65735 -3.56208
H -0.39727 -4.60804 -1.77110
H 0.88265 -5.83024 -1.59218
H 0.50678 -5.15536 -3.17603
H 4.36046 -3.67110 -2.19556
H 3.48779 -4.82869 -3.21683
H 3.68912 -5.16100 -1.49146
H 2.75913 -2.40301 3.62631
H 3.62571 -1.11840 2.78530
H 4.53301 -2.34531 3.69989
H 3.56243 -5.47796 2.55200
H 5.22447 -4.88293 2.58852
H 4.56540 -5.56434 1.09609
H 5.21776 -1.41439 0.41229
H 5.53191 -2.96084 -0.36993
H 6.17969 -2.65404 1.26153
O 3.48934 -1.49514 -1.44715
Se 2.81192 -0.22094 -0.66909
O 1.67676 0.52152 -1.55453
O 1.94694 -0.98151 0.61480
O 3.90919 0.73929 0.02037

Name the least stable of them. A.

--- A ---
25
Properties=species:S:1:pos:R:3 method="wB97M-V/def2-TZVPD" e_lumo_ev=-3.92 charge=+1 homo_lumo_gap_ha=0.3250 smiles="CCN[C@H]1[NH+]=CNc2nccnc21" homo_ha=-0.469
C -3.05370 -1.30248 0.55080
C -2.50452 -0.44673 -0.52499
N -1.44757 0.40081 0.11323
C -0.33247 0.76794 -0.66820
N -0.10194 2.16547 -0.38551
C 1.07082 2.61041 -0.00591
N 2.20445 1.91165 0.11100
C 2.14075 0.48422 -0.01214
N 3.16425 -0.17530 0.45523
C 2.96576 -1.47596 0.47303
C 1.84973 -2.08876 0.02190
N 0.76315 -1.40904 -0.30436
C 0.90569 -0.12393 -0.31865
H -3.70087 -0.77817 1.28978
H -3.67999 -2.12047 0.16617
H -2.15363 -1.82231 1.07948
H -1.99741 -0.90811 -1.51267
H -3.25959 0.23609 -0.95147
H -1.19207 -0.00485 1.05147
H -0.58172 0.56258 -1.76323
H -0.97636 2.76365 -0.45407
H 1.29502 3.71320 0.21772
H 3.05923 2.19756 0.52618
H 3.93920 -2.01193 0.65440
H 1.62381 -3.14555 0.19081

--- B ---
25
Properties=species:S:1:pos:R:3 method="wB97M-V/def2-TZVPD" e_lumo_ev="-5.35 / -5.35" charge=+1 homo_lumo_gap_ha="0.2355 / 0.2358" homo_ha="-0.432 / -0.432"
H 3.56437 0.29010 0.06125
N 3.93656 0.23336 1.00311
C 3.18821 -0.08195 1.94011
N 1.80771 -0.42234 2.05352
C 1.34978 -0.84314 3.36758
N 0.78577 -0.25154 1.18299
N 0.87776 -0.04958 -0.05457
C -0.16302 0.12509 -0.90056
C 0.25156 0.19990 -2.24774
C -0.69073 0.32118 -3.24786
C -2.03001 0.40567 -2.92636
C -2.47179 0.38179 -1.58382
N -3.79250 0.49811 -1.32811
C -1.52585 0.22433 -0.56822
H 3.63821 -0.13432 2.92509
H 0.62824 -1.65712 3.27784
H 2.19016 -1.22681 3.94190
H 0.89764 -0.01807 3.92499
H -0.13101 -0.34666 1.65928
H 1.30266 0.13604 -2.46856
H -0.38266 0.36033 -4.27926
H -2.76817 0.49304 -3.70892
H -4.43542 0.63212 -2.08817
H -4.15824 0.51436 -0.39327
H -1.86925 0.21610 0.45775

Name the least stable of them. B.

--- A ---
25
Properties=species:S:1:pos:R:3 method="wB97M-V/def2-TZVPD" e_lumo_ev=-3.57 charge=+1 homo_lumo_gap_ha=0.3471 smiles=C[N+](C)(C)c1nnc2cnccn12 homo_ha=-0.478
C 2.21845 1.50310 0.00004
N 1.37369 0.28486 0.00052
C 1.67091 -0.50067 -1.21722
C 1.67567 -0.50209 1.21613
C -0.01091 0.70791 0.00205
N -0.35759 1.97509 0.00106
N -1.66201 2.07350 0.00048
C -2.16581 0.85578 -0.00063
C -3.49664 0.38165 -0.00170
N -3.76052 -0.88543 -0.00037
C -2.74427 -1.76996 0.00117
C -1.42779 -1.41799 0.00141
N -1.12451 -0.08552 0.00081
H 3.26749 1.21558 -0.00354
H 1.99804 2.10870 -0.87647
H 2.00339 2.10518 0.88032
H 2.72719 -0.76475 -1.23326
H 1.08274 -1.41560 -1.24731
H 1.44283 0.09269 -2.10197
H 2.73148 -0.76898 1.22547
H 1.45476 0.09181 2.10239
H 1.08514 -1.41528 1.24961
H -4.31458 1.08642 -0.00324
H -3.03416 -2.80977 0.00190
H -0.63302 -2.14624 0.00235

--- B ---
25
Properties=species:S:1:pos:R:3 method="wB97M-V/def2-TZVPD" e_lumo_ev=-2.98 charge=+1 homo_lumo_gap_ha=0.3564 homo_ha=-0.466
C -2.21742 -1.12542 -0.41254
C -4.27082 0.01671 0.11732
C 1.92011 -1.08230 1.16017
C 1.90700 0.31489 1.19660
C 1.31016 -0.47418 -0.81073
C -0.23841 2.49632 -0.04156
C 1.44508 -2.89028 -0.46923
C 1.17525 1.98976 -0.48253
N -1.05520 -1.21958 -0.38058
N -4.96124 0.90741 0.46185
N 1.51916 -1.50237 -0.01636
N -3.49760 -1.04756 -0.70650
N 1.43087 0.64504 -0.04170
H 2.40509 -1.66102 1.91168
H 2.37227 0.91787 2.03490
H 0.79957 -0.48700 -1.80363
H -5.71067 1.10951 1.14937
H -0.78037 2.64897 -0.94937
H -0.71552 1.75260 0.52103
H -0.23348 3.28882 0.66563
H 1.05500 -2.87767 -1.46401
H 2.43858 -3.28109 -0.42423
H 0.73312 -3.33199 0.18866
H 1.72007 2.77273 0.11299
H 1.44940 2.11982 -1.51721

Name the least stable of them. B.